32
Properties=species:S:1:pos:R:3:forces:R:3:lowdin_charge:R:1 method="wB97M-V/def2-TZVPD" homo_energy_ev=-8.478 de_lowest_ev=0.265 lumo_ev=-0.082 gap_ev=8.396 charge=0 total_energy_ev=-46166.1323
C -2.1999 -3.4497 1.6968 -0.21 -0.39 0.26 -0.0573
C 0.7410 2.1362 -1.4044 -1.67 -0.18 0.53 -0.1443
H 3.0102 4.2623 -2.7091 0.05 0.22 0.13 0.1353
C -0.0376 4.4798 -1.2249 0.26 -2.48 -0.23 -0.6132
C 0.1393 -2.9392 1.8844 -0.37 -0.19 0.68 -0.0272
C 0.0575 -3.1905 3.2775 0.20 0.06 -0.65 -0.0823
S -0.9796 0.0366 -0.5071 1.01 -0.64 -0.22 1.1295
H -3.0925 -3.6387 1.1156 0.00 0.22 -0.32 0.1044
H 0.9223 -3.1201 3.9385 -0.02 0.11 -0.47 0.1045
C 0.4670 0.6634 -1.2114 1.72 1.01 -0.58 -0.4917
C -0.2286 3.0919 -0.9981 0.85 0.64 -0.56 -0.0479
H 0.5607 6.7418 -1.9457 0.28 -0.42 0.09 0.0752
C -0.2286 -1.5225 -0.7306 0.21 -1.56 -1.21 -0.5949
C -1.0031 -3.0664 1.0741 0.07 -0.16 0.55 -0.2378
O 1.3628 6.2068 -2.0880 0.07 0.24 -0.42 0.0520
N 1.3725 -0.2479 -1.5630 -1.76 0.38 0.54 -0.0110
H -1.2136 -3.8381 4.9001 0.25 0.10 0.11 0.0973
H -1.1380 2.7706 -0.4988 0.08 0.06 -0.08 0.0868
H -1.9910 -2.7659 -0.8785 1.03 -0.11 0.65 0.1248
C 2.1066 3.9554 -2.2012 0.01 0.20 -0.75 0.0697
C -1.1292 -3.5887 3.8520 -1.49 -0.25 -0.51 -0.0964
H -0.4437 -3.6890 -0.9685 -0.30 1.14 0.58 0.1397
H 2.6224 0.8020 -2.0626 -0.41 -0.86 0.13 0.0340
O 2.9139 1.6897 -2.2933 -0.08 2.56 -0.54 0.0633
H 1.1086 -2.6735 1.4697 -0.21 0.04 -0.11 0.1114
Cl -1.2309 5.6193 -0.7887 -0.46 0.43 0.22 0.7353
C 1.9199 2.5947 -2.0210 0.50 -1.41 0.86 -0.2486
C 1.1202 4.8972 -1.8833 0.27 -0.29 0.65 -0.3384
C -2.2946 -3.7274 3.0593 1.81 0.26 -0.21 -0.0709
N 0.9348 -1.5390 -1.3377 -1.00 1.29 1.03 0.0447
H -3.1981 -4.1227 3.4844 -0.29 0.09 0.09 0.0953
C -0.9506 -2.8286 -0.4369 -0.41 -0.10 -0.23 -0.1416